No. 1
{
  "formula": "C4H5HgLiO7",
  "method": "ωB97M-V/def2-TZVPD",
  "symbols": ["O", "C", "O", "O", "C", "O", "C", "C", "O", "O", "Hg", "Li", "H", "H", "H", "H", "O", "H"],
  "coordinates": [[-0.7314, 4.1306, -0.7877], [-1.1641, 3.0733, -0.2302], [-2.3707, 2.7234, -0.4221], [-0.3465, 2.3866, 0.5155], [-0.0863, 1.0100, 0.1740], [1.6810, -0.5345, -0.1117], [0.1872, -3.6647, 0.3546], [1.4208, 0.7877, 0.1161], [-0.1041, -3.0487, 1.4115], [1.3769, -3.7284, -0.0618], [-2.4843, 4.2407, -1.5236], [1.5888, -1.9865, 1.0085], [-0.5425, 0.7826, -0.8006], [-0.5303, 0.3581, 0.9400], [1.8299, 1.4406, -0.6884], [1.8466, 1.2164, 1.0521], [-0.6711, -4.6580, -0.0092], [-0.8999, -4.5291, -0.9370]],
  "lowdin_charge": [-0.193, -0.833, -0.207, 0.048, -0.098, -0.004, -0.831, -0.248, -0.090, -0.090, 1.019, 0.742, 0.152, 0.149, 0.146, 0.150, 0.080, 0.107],
  "molar_mass_g_mol": 372.6,
  "charge": 0,
  "homo_ev": [-9.1687, -8.0797],
  "homo_lumo_gap_ev": [7.80, 3.95],
  "e_tot_ev": -22936.33399,
  "e_lumo_ev": [-1.37, -4.13],
  "de_lowest_kcal_mol": 14.9
}

***

No. 2
{
  "formula": "C4H5I",
  "method": "ωB97M-V/def2-TZVPD",
  "symbols": ["C", "C", "C", "C", "I", "H", "H", "H", "H", "H"],
  "coordinates": [[1.6922, -1.9560, -0.1884], [0.6841, -2.5924, 0.2404], [-0.4084, 2.4842, -0.3470], [-0.4026, 1.2271, -0.1136], [-1.7943, -0.0103, 0.9550], [0.0958, -3.3132, -0.2158], [0.5012, -2.3994, 1.3054], [0.4533, 2.9070, -1.0095], [-1.1059, 3.1363, 0.0744], [0.2847, 0.5166, -0.7008]],
  "lowdin_charge": [0.088, -0.209, -0.144, -0.697, 0.713, 0.032, 0.050, 0.108, 0.028, 0.031],
  "molar_mass_g_mol": 180.0,
  "charge": 0,
  "homo_ev": -9.4077,
  "homo_lumo_gap_ev": 9.12,
  "e_tot_ev": -12324.26139,
  "e_lumo_ev": -0.29,
  "de_lowest_kcal_mol": 87.8
}

***

No. 3
{
  "formula": "C4H5I",
  "method": "ωB97M-V/def2-TZVPD",
  "symbols": ["I", "C", "C", "C", "C", "H", "H", "H", "H", "H"],
  "coordinates": [[-2.7278, -0.1473, -0.0841], [-0.6639, 0.0319, -0.5587], [0.1067, 1.2231, -0.0385], [0.9781, 0.4200, 0.6146], [0.2895, -0.9243, 0.2929], [-0.7360, 0.0044, -1.8754], [0.2628, 2.1724, -0.4381], [1.7916, 0.4259, 1.2438], [0.8528, -1.6701, -0.2989], [-0.1537, -1.5360, 1.1423]],
  "lowdin_charge": [0.725, -0.804, -0.132, -0.072, -0.215, 0.145, 0.078, 0.069, 0.101, 0.105],
  "molar_mass_g_mol": 180.0,
  "charge": 0,
  "homo_ev": -9.1448,
  "homo_lumo_gap_ev": 9.79,
  "e_tot_ev": -12326.87978,
  "e_lumo_ev": 0.64,
  "de_lowest_kcal_mol": 27.4
}

***

No. 4
{
  "formula": "C4H5I",
  "method": "ωB97M-V/def2-TZVPD",
  "symbols": ["C", "C", "C", "C", "I", "H", "H", "H", "H", "H"],
  "coordinates": [[0.2385, 1.8663, 1.5601], [1.3351, 1.4700, 1.3268], [-0.6156, -1.3984, 0.9023], [0.7041, -1.4599, 0.8794], [1.8963, -2.1547, -0.6621], [-0.7857, 2.1113, 1.8066], [2.2958, 1.1938, 1.0301], [-1.0779, -1.5029, -0.0233], [-1.2741, -0.8779, 1.6911], [1.3141, -1.3501, 1.7283]],
  "mulliken_spin": [0.060, -0.009, 0.883, 0.857, 0.169, -0.004, -0.005, 0.042, 0.010, -0.002],
  "molar_mass_g_mol": 180.0,
  "spin_multiplicity": 3,
  "charge": 0,
  "s_squared": 2.009,
  "homo_ev": [-5.6304, -9.9629],
  "homo_lumo_gap_ev": [6.13, 7.48],
  "e_tot_ev": -12321.95377,
  "e_lumo_ev": [0.50, -2.48],
  "de_lowest_kcal_mol": 54.6
}

***

No. 5
{
  "formula": "C4H5I3N4",
  "method": "ωB97M-V/def2-TZVPD",
  "symbols": ["C", "C", "C", "C", "N", "N", "N", "N", "I", "I", "I", "H", "H", "H", "H", "H"],
  "coordinates": [[2.6225, 0.7866, -1.4737], [2.4248, 0.6714, -0.1770], [-1.8557, -0.3917, 1.7485], [-1.0766, -1.0844, -1.5986], [-1.8942, 0.8801, 1.0611], [-1.6179, 0.7504, -0.1135], [-1.5214, -1.3547, 0.7081], [-1.3631, -0.5492, -0.4478], [2.3707, -1.2018, 0.7954], [-0.8275, 0.3239, -3.1159], [2.0075, 2.3391, 1.0540], [2.8095, -0.0727, -2.0950], [2.6027, 1.7469, -1.9639], [-1.1347, -0.3300, 2.5722], [-2.8492, -0.5931, 2.1658], [-0.6973, -1.9208, 0.8804]],
  "lowdin_charge": [-0.237, -1.343, -0.204, -0.558, 0.057, 0.024, 0.025, -0.358, 0.764, 0.704, 0.733, 0.050, 0.051, 0.116, 0.115, 0.061],
  "molar_mass_g_mol": 489.8,
  "charge": 0,
  "homo_ev": -8.4860,
  "homo_lumo_gap_ev": 8.15,
  "e_tot_ev": -34485.76665,
  "e_lumo_ev": -0.34,
  "de_lowest_kcal_mol": 33.2
}

***

No. 6
{
  "formula": "C4H5IO",
  "method": "ωB97M-V/def2-TZVPD",
  "symbols": ["C", "C", "C", "C", "O", "I", "H", "H", "H", "H", "H"],
  "coordinates": [[0.9502, 1.2934, 1.5096], [0.4524, 0.6928, 0.4101], [0.1828, -0.7561, 0.3154], [-0.7307, -1.0437, -1.4056], [0.3362, -1.7046, 0.9853], [-2.5457, 0.1695, -1.2206], [1.1213, 2.3060, 1.6235], [1.1261, 0.5921, 2.3047], [0.2113, 1.1081, -0.6201], [-0.9811, -2.0257, -1.6709], [-0.1227, -0.6318, -2.2314]],
  "lowdin_charge": [0.090, -0.167, -0.374, -0.508, 0.117, 0.664, 0.044, 0.074, 0.082, -0.029, 0.006],
  "molar_mass_g_mol": 196.0,
  "charge": 0,
  "homo_ev": -8.8839,
  "homo_lumo_gap_ev": 8.60,
  "e_tot_ev": -14374.59893,
  "e_lumo_ev": -0.28,
  "de_lowest_kcal_mol": 41.9
}

***

No. 7
{
  "formula": "C4H5KLiO2",
  "method": "ωB97M-V/def2-TZVPD",
  "symbols": ["C", "C", "C", "C", "O", "O", "K", "Li", "H", "H", "H", "H", "H"],
  "coordinates": [[0.3543, 0.1483, -1.0437], [1.2827, 0.6683, -0.0156], [0.3493, 1.4010, 0.9046], [-0.4689, 0.8097, 1.8269], [-1.2205, 1.4043, 2.6843], [-0.0285, -1.0295, -1.1111], [0.1902, -3.5292, -0.4128], [-2.5403, 1.2050, 3.8559], [-0.1784, 0.8937, -1.6650], [1.9052, 1.3355, -0.6880], [1.9235, -0.0739, 0.4757], [0.3246, 2.4904, 0.8116], [-0.6110, -0.2894, 1.7784]],
  "mulliken_spin": [-0.018, 0.016, -0.018, -0.066, -0.039, -0.147, 1.067, 0.140, 0.002, -0.001, 0.013, -0.001, 0.054],
  "molar_mass_g_mol": 131.1,
  "spin_multiplicity": 2,
  "charge": 0,
  "s_squared": 0.750,
  "homo_ev": [-3.0193, -7.4903],
  "homo_lumo_gap_ev": [2.01, 6.91],
  "e_tot_ev": -24851.92348,
  "e_lumo_ev": [-1.01, -0.59],
  "de_lowest_kcal_mol": 4.1
}

***

No. 8
{
  "formula": "C4H5KLiO7",
  "method": "ωB97M-V/def2-TZVPD",
  "symbols": ["O", "C", "O", "O", "C", "O", "C", "C", "O", "O", "K", "Li", "H", "H", "H", "H", "O", "H"],
  "coordinates": [[-3.8435, 1.8964, -1.0250], [-2.8138, 1.2039, -1.2348], [-2.7846, 0.2646, -2.0696], [-1.7452, 1.4808, -0.4800], [-0.5968, 0.6425, -0.5984], [1.3611, 0.0576, 0.5598], [2.7917, -1.6877, 1.3593], [0.4549, 1.0743, 0.4156], [3.7511, -1.2186, 0.6528], [2.0536, -2.5374, 0.7376], [-6.1461, 0.8298, -2.6850], [2.3214, -1.2311, -0.7652], [-0.1904, 0.7291, -1.6175], [-0.8682, -0.4126, -0.4450], [0.8692, 2.0498, 0.0810], [-0.0327, 1.2651, 1.3969], [3.0390, -1.8898, 2.7001], [2.3794, -2.5168, 3.0173]],
  "lowdin_charge": [-0.148, -0.842, -0.089, -0.011, -0.200, -0.355, -0.810, -0.427, -0.160, -0.177, 0.912, 0.738, 0.113, 0.124, 0.092, 0.101, 0.050, 0.090],
  "molar_mass_g_mol": 211.1,
  "charge": -1,
  "homo_ev": -2.7741,
  "homo_lumo_gap_ev": 3.08,
  "e_tot_ev": -35093.57265,
  "e_lumo_ev": 0.31,
  "de_lowest_kcal_mol": 29.0
}

***

No. 9
{
  "formula": "C4H5LaO2",
  "method": "ωB97M-V/def2-TZVPD",
  "symbols": ["H", "O", "C", "C", "C", "H", "H", "H", "C", "O", "La", "H"],
  "coordinates": [[-1.0322, 2.6564, -1.3574], [-0.6536, 1.7907, -1.5325], [0.1494, 1.4075, -0.4345], [0.3042, -0.0573, -0.3925], [0.9576, -1.1362, -0.7051], [-0.2958, 1.7427, 0.5196], [1.1544, 1.8618, -0.4954], [1.8110, -1.5974, -1.1936], [-0.2422, -1.3627, 0.2986], [0.0242, -1.6968, 1.5860], [-1.0633, -1.7510, 3.8739], [-1.1138, -1.8577, -0.1670]],
  "mulliken_spin": [0.000, 0.000, -0.009, 0.002, 0.000, 0.004, 0.000, 0.000, -0.003, -0.150, 1.161, -0.005],
  "molar_mass_g_mol": 224.0,
  "spin_multiplicity": 2,
  "charge": 1,
  "s_squared": 0.751,
  "homo_ev": [-11.0870, -11.2504],
  "homo_lumo_gap_ev": [5.48, 5.70],
  "e_tot_ev": -9170.73438,
  "e_lumo_ev": [-5.61, -5.55],
  "de_lowest_kcal_mol": 45.7
}

***

No. 10
{
  "formula": "C4H5LuO5",
  "method": "ωB97M-V/def2-TZVPD",
  "symbols": ["O", "O", "C", "O", "C", "C", "H", "H", "H", "H", "O", "C", "O", "Lu", "H"],
  "coordinates": [[-1.5620, 1.8408, 1.1517], [-1.4591, -0.2876, 0.7936], [-0.9107, 0.7252, 1.2504], [0.2326, 0.7929, 1.8025], [1.4142, 0.3282, 1.0599], [2.5606, 1.2326, 1.4145], [1.5907, -0.7110, 1.3602], [3.4189, 0.9475, 0.7917], [2.8420, 1.1195, 2.4687], [2.3170, 2.2820, 1.2078], [-3.1782, -2.7399, -5.2295], [-2.9827, -2.3930, -4.1588], [-2.8606, -2.1318, -3.0242], [-2.5837, -1.3682, -0.8785], [1.1612, 0.3629, -0.0101]],
  "mulliken_spin": [0.903, 0.034, -0.058, 0.113, 0.000, 0.000, 0.010, 0.000, 0.000, 0.001, 0.000, 0.000, 0.000, -0.006, 0.003],
  "molar_mass_g_mol": 308.0,
  "spin_multiplicity": 2,
  "charge": 3,
  "s_squared": 0.757,
  "homo_ev": [-21.6279, -21.6052],
  "homo_lumo_gap_ev": [4.92, 4.89],
  "e_tot_ev": -48050.49297,
  "e_lumo_ev": [-16.71, -16.71],
  "de_lowest_kcal_mol": 0.0
}